No. 1
{"formula": "C5H10N2S", "method": "ωB97M-V/def2-TZVPD", "species": ["C", "C", "C", "C", "C", "H", "H", "H", "H", "H", "H", "H", "H", "H", "H", "N", "N", "S"], "coordinates": [[-0.77, -0.18, -2.27], [0.34, -1.22, -0.70], [-0.23, -0.23, 0.31], [1.60, 1.30, 0.41], [0.47, 1.96, 1.29], [-1.79, -0.80, -1.84], [-0.98, 0.76, -1.81], [-0.99, 0.01, -3.42], [1.48, -0.51, -2.51], [1.30, -1.75, -0.24], [-0.26, -2.03, -0.64], [2.26, 2.04, -0.09], [2.36, 0.62, 0.81], [0.00, 2.99, 1.22], [0.43, 1.54, 2.28], [0.52, -0.95, -2.01], [0.31, 1.10, 0.21], [-1.13, -0.86, 1.54]], "mulliken_charge": [-0.75, -1.08, 0.19, -0.43, -0.50, 0.21, 0.31, 0.32, 0.31, 0.36, 0.52, 0.25, 0.24, 0.23, 0.25, -0.31, 0.11, -0.24], "smiles": "CNCC(=S)N1CC1", "energy_ev": -19157.6418, "relative_energy_kcal_mol": 121.4, "e_lumo_ev": 0.062}

***

No. 2
{"formula": "C33H39BCl5N6OPrS3", "method": "ωB97M-V/def2-TZVPD", "species": ["Pr", "C", "C", "C", "C", "N", "N", "B", "N", "N", "C", "C", "C", "C", "C", "S", "C", "C", "C", "C", "N", "N", "C", "C", "C", "C", "C", "S", "C", "C", "C", "C", "C", "S", "C", "C", "C", "C", "H", "H", "H", "H", "H", "H", "H", "H", "H", "H", "H", "H", "H", "H", "H", "H", "H", "H", "H", "H", "H", "H", "H", "H", "H", "H", "H", "H", "H", "H", "H", "H", "H", "H", "H", "H", "H", "H", "H", "Cl", "C", "C", "Cl", "C", "Cl", "C", "O", "C", "Cl", "C", "Cl"], "coordinates": [[-1.46, -1.53, -2.89], [0.94, -4.67, 1.09], [1.34, -3.28, 0.72], [2.61, -2.81, 0.87], [2.98, -1.49, 0.47], [2.10, -0.66, 0.03], [0.80, -1.11, -0.07], [-0.09, 0.04, -0.26], [-1.30, 0.19, 0.57], [-1.05, -0.09, 1.86], [-2.02, 0.13, 2.73], [-3.26, 0.67, 2.30], [-3.52, 0.92, 0.98], [-4.83, 1.44, 0.49], [-2.48, 0.61, 0.07], [-2.60, 0.74, -1.64], [-1.68, -0.20, 4.18], [-0.59, 0.79, 4.63], [-2.90, -0.07, 5.08], [-1.14, -1.63, 4.23], [0.44, 1.25, -0.95], [0.34, 2.29, -0.08], [0.89, 3.42, -0.43], [1.58, 3.53, -1.67], [1.67, 2.48, -2.53], [2.37, 2.58, -3.85], [1.03, 1.26, -2.15], [1.01, -0.11, -3.19], [0.73, 4.56, 0.56], [1.15, 5.90, -0.05], [-0.74, 4.65, 0.99], [1.61, 4.26, 1.78], [0.38, -2.38, 0.14], [-1.17, -2.86, -0.32], [4.42, -1.02, 0.55], [5.29, -1.94, -0.32], [4.55, 0.42, 0.06], [4.88, -1.11, 2.02], [1.79, -5.19, 1.54], [0.62, -5.22, 0.21], [0.11, -4.67, 1.79], [3.37, -3.47, 1.26], [-4.02, 0.87, 3.05], [-5.53, 1.58, 1.32], [-5.27, 0.76, -0.23], [-4.69, 2.40, -0.01], [-0.94, 1.82, 4.58], [0.30, 0.70, 4.01], [-0.32, 0.57, 5.66], [-3.28, 0.95, 5.13], [-2.62, -0.35, 6.10], [-3.72, -0.73, 4.77], [-0.25, -1.75, 3.62], [-1.89, -2.35, 3.89], [-0.88, -1.88, 5.26], [2.02, 4.48, -1.94], [2.76, 3.58, -4.01], [1.69, 2.32, -4.66], [3.19, 1.86, -3.89], [0.58, 6.14, -0.95], [2.21, 5.93, -0.30], [0.97, 6.69, 0.67], [-1.39, 4.88, 0.14], [-0.85, 5.44, 1.72], [-1.09, 3.72, 1.44], [2.66, 4.19, 1.50], [1.31, 3.32, 2.25], [1.51, 5.06, 2.51], [4.98, -1.90, -1.36], [5.24, -2.98, 0.01], [6.33, -1.63, -0.26], [4.24, 0.52, -0.98], [5.60, 0.72, 0.13], [3.96, 1.11, 0.67], [4.88, -2.13, 2.39], [4.25, -0.50, 2.67], [5.90, -0.73, 2.10], [-5.00, -5.19, -8.30], [-4.35, -4.59, -6.84], [-3.66, -3.38, -6.83], [-3.43, -2.47, -8.26], [-3.15, -2.93, -5.62], [-2.25, -1.40, -5.55], [-3.30, -3.62, -4.43], [-2.77, -3.09, -3.30], [-3.99, -4.82, -4.44], [-4.18, -5.68, -2.97], [-4.51, -5.31, -5.64], [-5.36, -6.79, -5.65]], "mulliken_charge": [0.89, -1.84, 0.09, -0.52, 0.07, -0.67, 2.01, -2.45, 1.04, -0.72, -0.30, -0.26, 0.21, -1.76, 0.94, -0.30, 2.11, -1.55, -2.20, -1.54, 1.39, -0.84, -0.34, -0.47, 0.24, -1.82, 1.02, -0.36, 2.24, -2.18, -1.51, -1.54, 0.95, -0.22, 1.96, -1.68, -1.83, -1.64, 0.44, 0.38, 0.36, 0.47, 0.59, 0.43, 0.38, 0.37, 0.39, 0.29, 0.42, 0.44, 0.41, 0.48, 0.27, 0.38, 0.46, 0.54, 0.42, 0.38, 0.35, 0.48, 0.41, 0.43, 0.38, 0.47, 0.15, 0.39, 0.26, 0.42, 0.36, 0.37, 0.47, 0.29, 0.51, 0.35, 0.36, 0.33, 0.48, -0.14, 0.40, -0.27, -0.16, 0.96, -0.23, -0.32, -0.57, 0.23, -0.15, 0.22, -0.14], "total_charge": 2, "multiplicity": 3, "energy_ev": -155696.4121, "relative_energy_kcal_mol": 0.0, "e_lumo_ev": [-6.954, -6.950]}

***

No. 3
{"formula": "C5H5NO", "method": "ωB97M-V/def2-TZVPD", "species": ["O", "C", "C", "C", "C", "C", "N", "H", "H", "H", "H", "H"], "coordinates": [[0.32, 0.46, 1.79], [0.55, 0.31, 0.61], [1.87, -0.10, 0.15], [2.96, -0.49, -0.20], [-0.51, 0.48, -0.43], [-1.63, -0.50, -0.33], [-1.82, 0.89, 0.03], [3.92, -0.84, -0.48], [-0.18, 0.85, -1.40], [-1.57, -1.25, 0.45], [-2.13, -0.82, -1.25], [-1.78, 0.99, 1.05]], "mulliken_charge": [-0.53, 0.21, -0.44, 0.29, -0.08, -0.45, -0.62, 0.41, 0.38, 0.24, 0.26, 0.34], "smiles": "C#CC(=O)[C@H]1CN1", "energy_ev": -8800.3296, "relative_energy_kcal_mol": 71.2, "e_lumo_ev": 0.054}